No. 1
{
  "formula": "C9H14N3O",
  "method": "ωB97M-V/def2-TZVPD",
  "elements": ["C", "C", "N", "C", "O", "C", "C", "N", "C", "C", "C", "C", "N", "H", "H", "H", "H", "H", "H", "H", "H", "H", "H", "H", "H", "H", "H"],
  "xyz": [[-1.368, 0.061, 1.554], [-0.423, -0.473, 0.585], [-0.819, -0.740, -0.670], [-1.936, -0.059, -1.286], [-3.014, -0.443, -1.344], [-1.383, 1.270, -1.814], [-0.305, 0.931, -2.956], [-0.595, 2.046, -0.794], [0.848, -0.830, 1.152], [2.007, -1.293, 0.530], [2.914, -1.674, 1.525], [2.303, -1.455, 2.736], [1.044, -0.976, 2.528], [-1.440, -0.383, 2.591], [-2.417, 0.102, 0.998], [-1.222, 1.150, 1.682], [-0.272, -1.354, -1.315], [-2.309, 1.981, -2.143], [0.035, 1.896, -3.281], [-0.666, 0.393, -3.790], [0.627, 0.556, -2.700], [0.244, 2.331, -1.222], [-1.198, 2.673, -0.273], [2.327, -1.472, -0.536], [3.920, -1.845, 1.241], [2.714, -1.603, 3.719], [0.385, -0.791, 3.284]],
  "forces_ev_per_angstrom": [[-4.037, 1.956, -0.531], [1.254, -1.428, 0.035], [1.582, -1.783, 1.255], [3.531, 3.322, -0.026], [-3.513, -1.787, -0.203], [-0.035, 1.988, -0.851], [-2.319, 2.223, 0.496], [-2.350, -2.500, -0.061], [-0.840, -0.740, -1.213], [0.960, -0.775, -0.890], [-0.717, 1.018, -0.879], [-0.437, 0.191, 0.197], [0.813, -0.020, 0.155], [0.060, 0.127, -1.596], [1.796, -0.548, 1.814], [0.480, -0.490, 0.147], [-0.306, 0.932, 1.089], [2.187, -2.097, 0.132], [-0.341, 0.745, -0.723], [-0.680, -0.534, -0.832], [1.442, -1.485, 1.548], [0.771, 1.211, 0.089], [0.823, 0.397, -0.419], [-1.056, 0.756, 1.145], [0.751, -0.675, 0.530], [-0.216, 0.022, 0.169], [0.397, -0.026, -0.574]],
  "homo_energy_ev": [-12.825, -12.825],
  "molar_mass_g_mol": 180.23,
  "e_above_lowest_kcal_mol": 0.00,
  "e_lumo_ev": [-4.47, -4.47],
  "total_charge": 1
}



No. 2
{
  "formula": "C9H14N3OS",
  "method": "ωB97M-V/def2-TZVPD",
  "elements": ["C", "N", "C", "N", "N", "O", "C", "S", "C", "C", "C", "C", "C", "C", "H", "H", "H", "H", "H", "H", "H", "H", "H", "H", "H", "H", "H", "H"],
  "xyz": [[1.503, 2.228, 2.230], [0.966, 0.940, 1.870], [1.317, 0.361, 0.717], [1.946, 1.027, -0.269], [1.107, -0.935, 0.456], [0.413, -1.622, 1.471], [1.106, -2.899, 1.779], [0.703, -1.542, -1.092], [-0.776, -0.425, -1.414], [-1.940, -1.032, -1.099], [-3.170, -0.472, -1.539], [-3.048, 0.677, -2.272], [-1.854, 1.304, -2.530], [-0.641, 0.697, -2.165], [1.339, 2.867, 1.432], [1.037, 2.611, 3.115], [2.486, 1.966, 2.552], [0.360, 0.419, 2.527], [2.602, 1.795, -0.084], [2.240, 0.359, -1.095], [0.801, -3.276, 2.758], [2.163, -2.880, 1.914], [0.661, -3.686, 1.076], [-1.837, -1.867, -0.433], [-4.008, -0.993, -1.329], [-3.805, 1.140, -2.919], [-1.909, 2.047, -3.275], [0.236, 1.191, -2.385]],
  "forces_ev_per_angstrom": [[-0.047, -1.639, 1.481], [-1.179, -1.773, -0.466], [0.460, 0.903, 0.565], [1.382, -1.042, -1.931], [-0.723, -1.810, 0.802], [0.989, -0.416, 0.990], [-2.517, -1.271, -0.480], [-0.687, 1.766, -0.525], [3.014, -2.141, -0.044], [-2.342, 0.455, 0.470], [4.176, 0.323, 0.364], [-1.226, 0.903, -1.555], [1.348, -1.612, 0.012], [-2.757, 1.299, 0.083], [0.334, 1.596, -1.346], [-0.666, 0.135, 0.306], [1.311, 0.933, -0.245], [0.789, 0.249, -0.867], [-0.737, -0.533, 0.047], [-0.700, 1.873, 2.180], [-0.677, 0.733, 0.059], [0.895, 0.585, -0.899], [1.296, 1.147, 0.583], [-0.608, -0.575, -0.096], [-2.904, -1.243, 0.434], [-0.586, -0.579, 1.026], [0.408, 1.238, -0.341], [1.954, 0.495, -0.610]],
  "homo_energy_ev": -12.633,
  "molar_mass_g_mol": 212.30,
  "e_above_lowest_kcal_mol": 22.61,
  "e_lumo_ev": -2.56,
  "total_charge": 1
}



No. 3
{
  "formula": "C9H14N4",
  "method": "ωB97M-V/def2-TZVPD",
  "elements": ["C", "C", "C", "C", "N", "C", "N", "H", "H", "H", "H", "H", "H", "H", "H", "C", "C", "C", "N", "C", "N", "H", "H", "H", "H", "H", "H"],
  "xyz": [[-1.833, 0.684, 2.979], [-1.743, -0.155, 1.725], [-0.807, -1.234, 1.806], [-0.536, -2.190, 0.839], [0.388, -3.198, 1.513], [0.613, -2.648, 2.728], [-0.045, -1.479, 2.940], [-2.865, 0.911, 3.367], [-1.037, 1.304, 3.001], [-1.616, -0.116, 3.698], [-2.807, -0.636, 1.635], [-1.657, 0.232, 0.757], [-0.888, -2.418, -0.214], [0.469, -4.204, 1.316], [1.389, -3.071, 3.431], [-0.495, 2.020, -1.678], [0.710, 1.679, -2.534], [1.574, 0.676, -2.270], [2.438, 0.684, -3.384], [2.304, 1.966, -3.968], [1.235, 2.485, -3.452], [-1.094, 2.681, -2.333], [-0.228, 2.659, -0.802], [-0.988, 1.044, -1.354], [1.667, 0.007, -1.333], [3.137, 0.145, -3.475], [2.714, 2.173, -4.939]],
  "forces_ev_per_angstrom": [[-2.560, -3.503, 0.814], [-4.520, -0.779, 0.215], [2.672, -3.211, -0.521], [0.860, -2.475, 0.503], [-2.011, 2.406, -0.972], [-0.052, 1.349, 0.939], [1.107, -2.216, -0.506], [1.127, 0.927, -1.179], [1.925, 2.857, 0.638], [0.389, 0.473, 0.406], [1.665, 0.458, 0.109], [0.234, 1.675, -1.231], [0.395, 0.470, 1.701], [0.079, 1.084, -0.139], [-1.300, 0.506, -0.794], [0.207, 0.064, -0.373], [-0.105, 0.351, 3.275], [0.722, -2.405, -0.310], [-5.216, 6.102, 2.318], [-1.235, -3.230, 0.507], [-0.816, 2.466, -2.085], [-0.362, -0.680, 0.524], [-0.104, -0.706, -0.473], [0.312, 1.615, -0.431], [-0.245, 0.836, -2.206], [6.453, -4.853, -0.839], [0.380, 0.417, 0.109]],
  "homo_energy_ev": -8.556,
  "molar_mass_g_mol": 178.24,
  "e_above_lowest_kcal_mol": 64.21,
  "e_lumo_ev": 0.81
}